This record from the Open Molecules 2025 dataset describes 13 unconnected molecules or ions with the total composition C22H70N2O13 at a distorted geometry. The level of theory is wB97M-V/def2-TZVPD.

The geometry in XYZ format:
```
107
Properties=species:S:1:pos:R:3:forces:R:3:mulliken_charge:R:1
O -8.76886 12.96258 6.12169 0.1 0.2 -0.1 -0.64
H -8.53945 12.90522 7.04922 0.1 0.0 0.2 0.32
H -9.36699 12.22949 5.97664 -0.2 -0.2 -0.1 0.32
O -11.68221 9.10460 5.93516 0.1 0.2 0.2 -0.64
H -12.20880 9.39191 5.18926 -0.2 0.1 -0.2 0.32
H -11.64752 8.15168 5.85158 0.0 -0.2 0.0 0.32
O -20.19777 14.02727 1.96981 -0.2 0.0 -0.1 -0.63
H -20.17540 14.15735 2.91786 0.0 0.0 0.3 0.32
H -19.27748 14.02079 1.70667 0.2 0.0 -0.1 0.31
O -8.23682 17.59171 6.78226 -0.2 0.2 0.0 -0.64
H -7.42475 17.74902 7.26397 0.2 0.1 0.1 0.32
H -8.16032 16.68978 6.47096 0.0 -0.3 -0.1 0.32
O -17.35103 13.38058 -2.35183 -0.2 -0.2 0.1 -0.63
H -16.70240 13.06338 -2.98024 0.2 -0.1 -0.2 0.32
H -17.10710 14.29279 -2.19494 0.0 0.2 0.1 0.31
C -12.72126 14.60352 -6.63657 -4.4 -2.9 0.2 0.65
O -13.75493 13.98451 -6.40604 -0.7 0.1 -0.2 -0.69
N -12.46230 15.28621 -7.68669 -1.2 2.4 -4.3 -0.41
N -11.69440 14.54106 -5.92044 6.0 -0.7 5.3 -0.35
H -13.31035 15.32815 -8.23364 0.7 1.1 -0.8 0.24
H -11.60869 15.82602 -7.67733 -0.9 0.3 -1.1 0.18
H -10.89790 15.05417 -6.27031 0.3 -0.7 0.8 0.14
H -11.57730 13.74906 -5.30472 0.1 0.5 0.1 0.23
C -19.02361 13.80209 9.32195 -1.1 0.1 1.0 -1.12
C -18.12154 14.09734 8.18716 1.0 -0.7 -0.1 0.06
C -16.97726 13.06632 8.21610 1.4 0.9 0.2 -1.17
O -18.80370 13.82872 6.99449 -0.7 0.0 -0.6 -0.52
H -18.61747 14.13887 10.27576 0.1 -0.4 0.1 0.34
H -19.22127 12.73055 9.29357 0.0 -0.2 0.5 0.30
H -20.00343 14.26823 9.21816 0.1 0.3 -0.2 0.33
H -17.85402 15.15384 8.20626 0.6 -0.1 -0.2 0.36
H -16.29023 13.32333 9.02236 0.2 -0.2 0.1 0.35
H -16.40333 13.00747 7.29130 0.0 0.7 -0.1 0.36
H -17.24288 12.01525 8.32925 -0.8 0.1 0.5 0.34
H -18.99265 12.91565 7.22294 -0.8 -0.5 -1.2 0.38
C -11.65729 24.60158 -1.63282 -0.3 0.4 0.1 -1.14
C -10.77544 25.80502 -1.98039 -1.2 -0.6 1.0 0.52
C -9.76201 26.22953 -0.94976 0.4 0.6 -0.1 -1.26
O -10.08363 25.53826 -3.13984 1.5 0.0 -1.5 -0.55
H -12.44713 24.91336 -0.94942 0.1 -0.1 0.4 0.34
H -11.14795 23.71642 -1.25180 0.1 0.1 -0.2 0.29
H -12.19498 24.39748 -2.55874 0.0 -0.5 0.0 0.30
H -11.53261 26.57811 -2.11131 0.2 0.7 -0.2 0.18
H -10.23582 26.45972 0.00449 0.2 -0.4 0.1 0.34
H -9.26314 27.14091 -1.27935 -0.3 0.3 -0.1 0.31
H -8.91154 25.55010 -0.89342 -0.4 -0.5 0.4 0.34
H -10.61816 25.53892 -3.93726 -0.3 0.0 0.2 0.32
C -14.94087 17.09059 3.02661 1.1 0.4 2.0 -1.25
C -14.19253 16.79687 1.73558 0.8 -0.7 3.3 0.50
C -13.43605 15.44003 1.85250 -0.5 0.7 -0.3 -1.29
O -15.17627 16.68662 0.82989 -1.7 -0.7 -3.6 -0.52
H -15.42799 18.06344 3.09283 -0.3 0.0 -0.7 0.34
H -14.26596 17.16269 3.87949 0.4 -0.1 0.1 0.37
H -15.63797 16.31243 3.33747 -0.2 -0.1 -0.6 0.29
H -13.46250 17.58402 1.54707 0.1 0.2 -0.3 0.23
H -12.72655 15.43795 2.67997 0.2 0.2 -0.2 0.37
H -12.95084 15.25021 0.89509 0.2 -0.1 0.1 0.30
H -14.11980 14.61504 2.05238 -0.3 0.1 -0.1 0.34
H -15.49542 17.52518 0.48848 0.1 0.1 0.2 0.32
C -16.42948 7.02443 0.17350 0.5 -0.7 1.0 -1.23
C -15.78228 7.78569 1.37210 -1.1 -0.7 -1.2 0.50
C -16.54023 7.65199 2.67953 -0.2 1.2 -0.2 -1.17
O -14.46249 7.36406 1.53315 0.9 -0.3 0.4 -0.55
H -16.55278 5.97627 0.44597 -0.1 -0.1 0.1 0.31
H -15.68763 7.00756 -0.62493 -0.3 0.3 -0.3 0.33
H -17.40581 7.38522 -0.15010 0.2 0.3 0.0 0.34
H -15.79717 8.81850 1.02401 0.0 0.5 0.5 0.18
H -16.16116 8.39647 3.37965 0.0 0.1 0.0 0.29
H -16.56211 6.72082 3.24571 0.2 -0.3 -0.7 0.33
H -17.54494 7.96552 2.39608 -0.3 -0.2 0.5 0.33
H -13.97272 7.59712 0.74107 0.1 0.0 0.0 0.32
C -20.11319 20.93055 9.54665 -0.8 2.1 -1.3 -1.37
C -21.50540 20.79633 8.89398 0.9 -0.4 0.0 0.70
C -22.36977 22.00133 9.21378 -0.3 0.6 -0.3 -1.41
O -21.30072 20.61788 7.45823 -1.0 0.1 1.0 -0.55
H -19.35759 20.14733 9.48546 -0.6 -0.5 0.9 0.36
H -20.29052 21.59475 10.39252 0.7 -1.1 1.0 0.33
H -19.66507 21.67861 8.89265 0.3 0.3 -0.3 0.40
H -22.09393 20.00809 9.36343 0.3 -0.9 -0.5 0.16
H -23.41143 21.83746 8.93773 0.1 0.0 -0.5 0.34
H -22.00970 22.91732 8.74537 0.0 0.0 -0.1 0.32
H -22.45450 22.19058 10.28389 0.4 -0.2 0.2 0.40
H -20.37883 20.38488 7.32623 -0.1 -0.1 0.0 0.32
C -18.15221 18.50085 -6.79565 -0.2 0.7 0.0 -1.25
C -17.96783 18.96610 -5.35250 0.2 -0.5 -0.8 0.52
C -17.47725 20.40183 -5.20326 0.0 -0.3 -0.7 -1.39
O -19.17146 18.76281 -4.64293 -0.1 0.2 0.4 -0.54
H -18.92033 19.11574 -7.26467 0.0 0.1 -0.2 0.28
H -18.51184 17.47366 -6.85611 0.3 0.0 0.2 0.32
H -17.21398 18.63164 -7.33484 0.0 -0.2 -0.2 0.35
H -17.21541 18.29129 -4.94436 0.0 0.0 0.5 0.24
H -16.58983 20.53195 -5.82266 0.6 -0.1 0.7 0.38
H -17.37577 20.61719 -4.13957 0.4 0.2 -0.2 0.35
H -18.11242 21.14833 -5.68008 -0.7 -0.1 0.2 0.39
H -19.60348 19.61927 -4.68098 -0.5 -0.1 0.2 0.35
C -14.98892 24.39815 5.39487 0.5 1.3 -1.5 -1.19
C -14.64401 25.87781 5.97112 0.1 -2.5 -0.5 0.43
C -13.16669 26.26832 5.70814 -0.3 -1.1 0.7 -1.39
O -15.47643 26.84126 5.33648 0.4 -0.3 0.4 -0.53
H -16.03458 24.20163 5.15806 -0.4 0.4 1.0 0.35
H -14.52866 23.49456 5.79460 0.1 0.4 0.7 0.36
H -14.64644 24.40025 4.36007 0.6 0.1 -0.3 0.26
H -14.86627 25.77085 7.03285 0.0 0.8 0.1 0.24
H -12.88582 27.19234 6.21351 -0.2 0.2 -0.3 0.35
H -12.94378 26.26068 4.64120 -0.2 0.5 -0.2 0.41
H -12.48659 25.50255 6.08119 -0.1 -0.1 0.3 0.37
H -14.84450 27.23083 4.72780 -0.5 0.5 -0.4 0.35
```
Forces are in eV/Å.

**Energy**: -53542.848 eV
**Molar mass**: 570.8 g mol⁻¹

***

This record from the Open Molecules 2025 dataset describes a molecular structure, C27H30F5N3O2OsSeTe. The level of theory is wB97M-V/def2-TZVPD.

The geometry in XYZ format:
```
70
Properties=species:S:1:pos:R:3:forces:R:3:mulliken_charge:R:1
Os 2.50529 0.14867 1.22480 -0.3 0.0 0.2 1.16
N 2.56778 2.21931 1.29097 -0.1 0.2 0.2 -0.68
C 2.62782 2.64640 2.72158 0.1 0.0 -0.2 -0.65
C 3.64634 1.77176 3.42279 0.0 -0.1 0.0 -0.63
N 3.24664 0.35639 3.21598 0.4 0.1 -0.2 -0.52
H 3.39858 2.53336 0.78566 -0.1 0.0 0.1 0.31
H 1.74060 2.65088 0.84459 0.2 -0.2 0.1 0.15
H 1.63649 2.49060 3.14745 0.0 0.0 0.0 0.21
H 2.88993 3.70527 2.79708 0.0 -0.1 0.0 0.48
H 3.68976 2.01436 4.48818 0.0 0.0 -0.1 0.50
H 4.63607 1.92096 2.98729 0.0 0.0 0.0 0.31
H 2.41374 0.15399 3.80434 -0.1 -0.1 0.0 0.40
H 4.00804 -0.26298 3.47971 0.0 0.1 0.0 0.31
C -5.13758 0.33125 -2.32165 0.0 0.0 0.0 -1.68
C -4.17399 -0.63374 -1.68864 0.0 -0.1 0.0 1.19
C -3.92621 -1.86104 -2.29658 0.0 0.0 0.1 -1.10
C -3.04229 -2.76967 -1.73448 0.0 0.0 0.0 -0.79
C -2.40164 -2.45136 -0.55078 0.0 0.0 0.0 -0.65
C -2.61695 -1.21695 0.05509 0.0 0.0 -0.1 -0.93
N -1.83277 -0.88366 1.17577 0.6 -0.1 0.1 0.60
C -2.28023 -0.58919 2.43695 0.0 0.1 0.1 0.77
C -3.64044 -0.71913 2.74055 -0.1 0.0 0.1 -0.90
C -4.11393 -0.44526 4.00799 0.0 0.0 0.0 -0.71
C -3.25003 -0.05409 5.02171 0.1 0.0 0.0 -0.80
C -1.90129 0.05099 4.73720 0.0 0.0 0.0 -0.41
C -1.39253 -0.19358 3.46505 0.1 -0.1 -0.1 0.11
C 0.09055 -0.01594 3.27867 -0.4 0.3 -0.3 0.58
O 0.84178 -0.00871 4.25525 0.0 -0.1 0.9 -0.94
O 0.50650 0.19125 2.08286 -0.2 -0.3 -0.5 -0.58
C -3.50698 -0.29204 -0.50480 0.0 0.0 -0.1 2.10
C -3.70575 1.05847 0.12051 0.0 0.0 0.0 -1.96
H -5.62381 -0.11961 -3.18482 0.0 0.0 0.0 0.41
H -4.63093 1.23807 -2.65695 0.0 0.0 0.0 0.35
H -5.91000 0.63980 -1.61657 0.0 0.0 0.0 0.32
H -4.44503 -2.10835 -3.21430 0.0 0.0 0.0 0.35
H -2.86518 -3.72572 -2.20918 0.0 0.0 0.0 0.46
H -1.72278 -3.15179 -0.07953 0.0 0.0 0.0 0.57
H -0.82401 -0.90457 1.07839 -0.3 0.1 0.0 -0.06
H -4.32066 -1.05522 1.96854 0.0 0.0 0.0 0.52
H -5.17230 -0.55294 4.20847 0.0 0.0 0.0 0.40
H -3.62159 0.15746 6.01430 0.0 0.0 0.0 0.40
H -1.19416 0.33382 5.50466 0.0 0.0 0.0 0.47
H -2.87139 1.30961 0.77047 0.0 0.0 0.0 0.19
H -4.62151 1.09295 0.71730 0.0 0.0 0.0 0.39
H -3.77929 1.83140 -0.64313 0.0 0.0 0.0 0.55
C 2.46026 0.87711 -2.73587 -0.1 -0.1 0.0 -1.34
Te 1.28503 0.41268 -1.02070 0.2 0.2 -0.3 0.52
C 0.26213 -0.99590 -2.25852 0.0 0.2 0.2 -0.01
C 0.77510 -0.75354 -3.65175 0.0 0.0 0.0 0.39
C 0.19891 -1.43577 -4.72080 0.0 0.0 0.0 -0.73
C 0.65223 -1.22897 -6.01030 0.0 0.0 0.0 -0.61
C 1.68912 -0.33331 -6.24439 0.0 0.0 0.0 -0.62
C 2.26458 0.34788 -5.18762 0.0 0.0 0.0 -0.67
C 1.81509 0.14575 -3.88467 0.0 0.0 0.0 0.48
H 3.48838 0.57302 -2.55434 0.0 0.0 0.0 0.54
H 2.39035 1.96009 -2.83214 0.0 0.0 0.0 0.56
H -0.79042 -0.73717 -2.13783 0.0 -0.1 -0.1 -0.30
H 0.41714 -2.01020 -1.90206 0.1 -0.1 0.0 0.49
H -0.61314 -2.12694 -4.53022 0.0 0.0 0.0 0.52
H 0.19790 -1.76191 -6.83441 0.0 0.0 0.0 0.41
H 2.04697 -0.16769 -7.25131 0.0 0.0 0.0 0.39
H 3.07192 1.04580 -5.36821 0.0 0.0 0.0 0.48
F 4.37809 -0.71294 -0.84345 0.0 0.0 -0.1 -0.36
C 4.35761 -0.00084 0.36939 0.1 0.3 -0.2 0.39
F 4.94978 1.24546 0.01940 -0.1 -0.1 -0.1 -0.37
C 5.48857 -0.69977 1.14536 0.0 0.1 0.1 0.64
F 5.04189 -1.87487 1.62901 0.0 -0.1 0.0 -0.26
F 5.87810 0.03700 2.20928 0.0 0.0 0.0 -0.25
F 6.57951 -0.93931 0.42101 0.0 0.0 0.0 -0.26
Se -0.20576 2.30285 -0.97359 0.1 0.0 0.1 -0.59
```
Forces are in eV/Å.

**Energy**: -125747.258 eV
**Molar mass**: 920.3 g mol⁻¹

***

This record from the Open Molecules 2025 dataset describes a gas-phase ion, C6H13N2 (charge +1) at a distorted geometry. The level of theory is wB97M-V/def2-TZVPD.

The geometry in XYZ format:
```
21
Properties=species:S:1:pos:R:3:forces:R:3:mulliken_charge:R:1
C 0.19382 1.54042 -0.63488 -0.3 4.3 -0.8 -0.45
C 1.38957 0.97619 -0.00072 0.2 -2.6 2.3 -0.64
C -0.69019 0.61472 -1.43195 0.0 -1.2 -0.3 -0.76
C 0.90828 0.05350 1.20500 1.8 3.5 1.0 -0.98
C -0.86268 -0.68672 -0.58868 0.1 3.7 2.1 -0.11
C -0.39465 -0.45181 0.96432 -1.6 -3.3 -1.1 0.47
N -1.08622 -1.00735 1.94254 0.4 0.9 -1.6 -0.27
N -0.05884 -1.69654 -0.98969 1.8 -4.9 -3.1 -0.61
H -0.27921 2.14361 0.25516 0.1 -1.0 -1.9 0.27
H 0.61585 2.32432 -1.35831 -1.0 -0.7 1.0 0.35
H 1.94489 0.20255 -0.53179 0.5 0.9 -0.9 0.30
H 1.96023 1.79540 0.44488 0.5 -0.5 -0.5 0.34
H -1.71977 0.97721 -1.76706 1.7 -0.1 0.4 0.28
H -0.03506 0.26758 -2.31960 -1.5 0.8 1.0 0.26
H 1.76981 -0.48621 1.62205 -0.8 -1.0 -0.4 0.36
H 0.73683 0.71965 2.07398 0.0 0.3 -0.1 0.51
H -1.87640 -0.89768 -0.46324 -1.7 -0.9 -0.3 0.60
H -1.93122 -1.55368 1.78280 0.1 0.5 0.1 0.26
H -0.76184 -0.84930 2.87992 0.0 -0.5 0.5 0.27
H -0.57280 -2.53341 -1.44776 1.3 1.9 1.3 0.26
H 0.74958 -1.45246 -1.63698 -1.6 -0.3 1.3 0.28
```
Forces are in eV/Å.

**Energy**: -9405.014 eV
**Net charge**: +1
**Molar mass**: 113.2 g mol⁻¹
**Structure (SMILES)**: N[C@@H]1CCCCC1=[NH2+]

***

This record from the Open Molecules 2025 dataset describes 2 unconnected molecules or ions with the total composition C19H41BrNO4Si at a distorted geometry. The level of theory is wB97M-V/def2-TZVPD.

The geometry in XYZ format:
```
67
Properties=species:S:1:pos:R:3:forces:R:3:mulliken_charge:R:1
C -1.21911 -2.22156 1.19248 -0.7 -1.2 -0.9 -0.65
C -0.68259 -1.16428 1.73244 0.6 1.4 0.9 -0.60
C -0.64711 0.09889 0.92547 -1.2 -0.1 0.4 0.30
N 0.70380 0.21565 0.25971 -0.5 0.4 0.4 0.41
C 1.60269 1.18245 0.93533 0.8 0.5 0.3 -0.23
O 1.63675 0.84343 2.27549 -0.2 -0.3 -0.2 -0.40
C 1.49720 1.94365 3.17934 0.3 0.3 0.7 -0.24
C 1.13732 1.46584 4.57213 -0.3 0.3 -0.8 -1.18
C 2.97346 1.11936 0.22994 0.7 0.0 0.1 -0.77
O 3.06681 0.18601 -0.82821 -1.0 -0.3 0.7 -0.37
C 2.02173 0.26307 -1.80068 0.5 0.2 -0.8 -0.42
C 2.45699 1.19995 -2.92983 0.5 -0.2 0.2 -0.54
C 3.88078 0.89685 -3.42336 -0.5 0.2 -0.4 -1.04
C 3.96950 -0.33210 -4.32493 0.2 0.6 0.3 -0.76
Br 4.41389 -1.94240 -3.32534 -0.1 0.0 -0.2 -0.17
C 0.61686 0.54468 -1.20298 0.5 -0.1 -0.2 0.64
C -0.02892 1.90404 -1.48413 -0.5 -0.4 0.1 -1.28
C -1.12357 1.74176 -2.56162 0.0 1.2 1.1 -0.70
O -2.34475 1.46447 -1.87152 0.3 -1.1 -0.7 -0.54
Si -3.26390 0.20130 -2.51793 -1.6 -0.4 0.3 0.81
C -4.23693 0.70578 -4.04813 0.6 0.3 0.4 -1.20
C -2.29353 -1.38392 -2.84675 0.1 0.8 -0.1 -1.08
C -4.54536 -0.21617 -1.18657 1.1 0.1 -0.1 -1.21
H -0.93360 -3.22919 1.45269 -0.7 -0.2 0.6 0.31
H -1.97959 -2.05682 0.43606 0.5 -0.4 -0.7 0.20
H -0.30114 -1.17882 2.74740 0.9 0.0 -0.2 0.45
H -0.89658 0.99201 1.49056 0.4 0.2 0.0 0.34
H -1.38856 -0.00868 0.13636 0.1 0.2 -0.2 -0.46
H 1.13105 -0.71101 0.38699 0.1 0.1 -0.3 0.63
H 1.24139 2.20605 0.84649 -0.6 -0.1 -0.3 0.56
H 0.70641 2.63940 2.88349 -0.1 -0.2 -0.5 0.32
H 2.43678 2.49955 3.18991 0.1 0.1 0.0 0.36
H 1.95542 0.96327 5.07075 -0.1 -0.2 0.1 0.31
H 0.83163 2.36151 5.10684 0.2 0.0 0.4 0.43
H 0.23926 0.85616 4.49197 0.2 -0.4 0.2 0.21
H 3.69076 0.80392 0.98475 0.1 -0.2 0.0 0.47
H 3.31134 2.10989 -0.08625 -0.3 0.2 -0.1 0.27
H 1.97527 -0.73000 -2.24544 0.2 -0.2 0.2 0.60
H 1.79962 1.08307 -3.79236 -0.3 0.2 0.1 0.30
H 2.46602 2.24434 -2.62478 -0.3 0.1 0.1 0.44
H 4.15983 1.75690 -4.03407 0.1 0.0 -0.1 0.46
H 4.58987 0.88075 -2.60421 0.1 -0.2 0.1 0.42
H 3.03629 -0.47521 -4.85982 -0.1 -0.3 0.1 0.34
H 4.73326 -0.15012 -5.06874 0.3 -0.4 0.0 0.47
H -0.05134 -0.20697 -1.60900 -0.1 -0.2 0.0 -0.13
H -0.58100 2.23820 -0.60788 0.0 0.1 0.1 0.49
H 0.66135 2.70616 -1.72365 0.3 -0.2 -0.1 0.70
H -0.87046 0.96461 -3.28446 0.1 0.1 -0.2 0.27
H -1.23591 2.72178 -3.02393 0.0 -0.2 -0.5 0.39
H -4.46388 1.77172 -3.99775 0.1 0.1 0.0 0.33
H -3.72629 0.50565 -4.98823 -0.1 0.0 -0.1 0.36
H -5.19859 0.20025 -4.01665 0.0 -0.3 -0.1 0.33
H -1.75300 -1.70836 -1.95997 0.2 -0.2 0.0 0.21
H -2.99718 -2.16834 -3.11668 -0.1 0.0 0.0 0.45
H -1.61074 -1.25726 -3.68838 0.2 -0.2 0.0 0.36
H -5.48870 0.29101 -1.35513 -0.1 0.1 0.2 0.38
H -4.70716 -1.29305 -1.15158 -0.2 -0.1 -0.1 0.37
H -4.11070 0.05371 -0.22054 -0.3 0.1 0.1 0.29
C -0.81103 -3.54622 6.20710 0.0 0.0 0.0 -1.20
C -1.02929 -2.46066 5.17227 0.2 -0.3 0.0 -0.12
O 0.20920 -1.84155 4.80557 -0.1 0.1 -0.1 -0.44
H -0.33741 -3.13268 7.09757 -0.1 0.0 0.0 0.31
H -1.75591 -4.00852 6.49416 0.0 0.0 0.0 0.36
H -0.14776 -4.32285 5.81882 -0.1 0.0 0.0 0.35
H -1.67399 -1.67757 5.56829 0.1 0.1 -0.1 0.28
H -1.50097 -2.87407 4.27399 -0.1 0.0 0.1 0.20
H 0.78400 -2.52869 4.44706 0.0 0.0 0.2 0.26
```
Forces are in eV/Å.

**Energy**: -107961.982 eV
**Net charge**: +1
**Molar mass**: 455.5 g mol⁻¹

***

The calculation returns the following lowest unoccupied orbital energy values, one per record and in order: 0.01095; -0.01893; -0.15737; -0.07363 Eh.